The following is a quantum chemistry calculation of C30H31GeN4O2RuS2 as an isolated structure, from the OMol25 dataset.

As for the energy above the lowest of the compared OMol25 structures with the same formula, charge and spin: 22.2 kcal/mol. The calculation puts the total energy at -4499.46822 a.u. Its HOMO energy (spin up / spin down) is -0.3025 / -0.3094 Eh. The LUMO energy (spin up / spin down) is -0.078 / -0.079 Ha.

Structure (ORCA input):
```
! wB97M-V def2-TZVPD RIJCOSX def2/J DEFGRID3
* xyz 0 2
O -0.681 -0.652 0.690
H 1.315 1.351 3.905
H -4.405 1.731 1.736
H 0.126 5.445 -6.910
H 3.910 -1.504 3.077
S -1.806 -1.086 -2.394
H 4.050 -0.218 0.831
H 2.750 2.221 4.450
C -3.170 -1.027 3.254
N -1.427 2.522 -1.789
C 0.600 2.830 -4.816
N -0.761 -7.476 0.581
C -1.775 -0.397 1.387
H 1.371 -3.197 3.405
H -4.900 0.217 3.617
H -3.703 -3.186 -1.650
C -2.062 -1.243 2.473
C -1.165 4.261 -4.014
C 0.778 3.664 -5.909
Ge 2.279 0.342 -0.823
C -2.490 -4.761 -0.854
C -1.619 -2.664 -1.650
C -2.415 1.613 0.053
H 1.330 3.113 3.902
H -3.380 -1.700 4.075
H 1.754 -1.757 4.348
O 0.221 1.177 -2.661
C 1.849 2.158 -0.190
N -1.473 1.523 -0.822
Ru -0.224 -0.023 -1.084
H 1.533 3.430 -6.648
C 1.941 2.227 3.719
C 3.082 -2.092 2.666
C -0.963 -6.462 0.079
C -0.013 4.794 -6.056
H 0.625 1.478 1.476
H 3.546 -1.648 -0.060
C -3.755 0.891 1.949
C -4.031 0.052 2.996
H -1.386 -2.067 2.660
C 2.191 -2.592 3.797
S 1.020 -1.969 -1.580
H -3.087 2.462 -0.046
H 2.747 -3.207 4.506
H 1.134 2.593 -0.887
H -1.919 4.479 -3.270
H 3.136 3.075 2.135
H 0.885 -4.659 -0.494
H -1.603 5.971 -5.223
C -0.371 3.126 -3.866
C 2.474 2.218 2.293
H 2.785 2.711 -0.331
C 2.312 -1.242 1.661
C -0.316 -3.078 -1.303
H 3.087 1.327 2.137
C -0.545 2.224 -2.701
C -2.697 -3.505 -1.413
C -1.193 -5.179 -0.528
C -2.633 0.687 1.120
N -4.542 -6.267 -0.396
C -3.624 -5.606 -0.592
H 1.205 1.942 -4.692
C 1.354 2.267 1.258
C 3.175 -0.783 0.489
H 2.980 0.305 -2.183
H 3.536 -2.940 2.146
H 0.813 3.211 1.376
C -0.111 -4.335 -0.758
H 1.463 -1.819 1.272
C -0.984 5.091 -5.107
H 1.875 -0.385 2.183
*
```


The following is a quantum chemistry calculation of a 2-piece molecular cluster, C3H7PS overall at a distorted geometry, from the OMol25 dataset.

As for the energy above the lowest of the compared OMol25 structures with the same formula, charge and spin: 90.8 kcal/mol. The calculation puts the total energy at -857.87741 a.u. Its HOMO energy (spin up / spin down) is -0.3084 / -0.2768 Eh. The LUMO energy (spin up / spin down) is -0.001 / 0.008 Ha.

Structure (ORCA input):
```
! wB97M-V def2-TZVPD RIJCOSX def2/J DEFGRID3
* xyz 0 1
H -1.904 0.453 0.451
H -0.337 -2.028 1.029
C -1.231 1.216 -0.115
C -0.020 -1.604 0.040
H -0.968 -1.400 -0.503
P 1.940 0.670 0.871
H -0.745 1.938 0.471
H -1.478 1.470 -1.168
C 0.812 -0.342 0.055
H 1.277 1.990 0.490
S 2.074 -0.047 -1.136
H 0.581 -2.315 -0.485
*
```


The following is a quantum chemistry calculation of a single C4H5NO molecule, from the OMol25 dataset.

The SMILES is N=C=C/C=C\O. As for the energy above the lowest of the compared OMol25 structures with the same formula, charge and spin: 44.9 kcal/mol. The calculation puts the total energy at -285.34301 a.u. Its HOMO energy is -0.2856 Eh. The LUMO energy is 0.028 Ha.

Structure (ORCA input):
```
! wB97M-V def2-TZVPD RIJCOSX def2/J DEFGRID3
* xyz 0 1
C -0.668 -1.093 0.842
H -1.216 -0.887 2.645
H -0.201 0.149 -2.295
H 1.803 1.583 0.832
O 0.981 1.119 0.647
H -1.406 -1.573 -0.999
C 0.779 1.051 -0.702
C -0.741 -0.902 -0.463
C -0.035 0.131 -1.223
N -0.569 -1.381 2.031
H 1.273 1.803 -1.313
*
```


The following is a quantum chemistry calculation of C15H39AlFN2O4 as an isolated structure at a distorted geometry, from the OMol25 dataset.

The calculation puts the total energy at -1347.55810 a.u. Its HOMO energy is -0.1572 Eh. The LUMO energy is 0.098 Ha.

Structure (ORCA input):
```
! wB97M-V def2-TZVPD RIJCOSX def2/J DEFGRID3
* xyz -1 1
C -2.317 -2.656 2.641
H -1.942 -4.865 0.740
H -6.466 -5.511 1.762
H 4.251 3.875 -1.800
H -5.460 -6.607 2.720
C -5.434 -5.756 2.032
H -2.858 -3.391 0.291
C 3.920 -1.602 0.186
H 5.316 -0.292 1.158
H -3.174 -2.209 2.121
H -0.016 4.368 -1.454
H 4.549 -2.444 -0.133
C 2.100 7.249 -2.822
C -4.050 -7.307 0.876
N -3.492 -4.855 3.231
O 1.118 2.639 -1.655
H 2.337 3.071 -3.274
C 2.399 2.864 -2.197
N 2.756 5.300 -1.485
C -1.878 -3.780 0.585
C 4.769 -0.316 0.215
C 2.802 5.906 -2.807
C -4.810 -4.544 2.695
H 2.321 5.273 -3.566
H 0.475 8.630 -1.297
H 2.271 7.721 -3.794
C 2.641 -1.426 -0.630
H -3.190 -7.249 1.551
H 0.514 6.983 -0.607
H -1.825 -1.837 3.175
O -4.757 -6.085 0.825
H 2.295 -2.436 -0.884
O -1.365 -3.125 1.719
H 2.925 1.910 -2.098
H -4.702 -8.129 1.191
H -4.770 -3.742 1.947
H 0.256 3.825 -3.139
H -0.840 2.934 -2.061
H 0.722 0.869 -0.189
O 0.693 7.095 -2.678
H -1.827 -4.062 4.159
H -2.950 -5.325 2.516
H 3.603 -1.767 1.215
H -1.176 -3.604 -0.232
H 1.804 5.330 -1.142
H 5.448 -0.253 -0.631
H -3.316 -3.184 4.469
H 1.878 -0.054 1.959
C -2.737 -3.687 3.686
H -0.055 -1.425 0.670
H 3.847 6.049 -3.097
C 0.096 3.494 -2.106
C 3.216 3.909 -1.444
H 3.234 3.612 -0.393
H -0.905 7.537 -1.511
Al 1.205 -0.463 0.532
C 0.181 7.587 -1.457
H -3.686 -7.517 -0.129
H 2.509 7.910 -2.052
H 4.080 0.528 0.249
F 2.923 -0.752 -1.864
H -5.458 -4.215 3.513
*
```


The following is a quantum chemistry calculation of C35H41Cl2N3RuS as an isolated structure at a distorted geometry, from the OMol25 dataset.

As for the energy above the lowest of the compared OMol25 structures with the same formula, charge and spin: 53.8 kcal/mol. The calculation puts the total energy at -2935.34896 a.u. Its HOMO energy (spin up / spin down) is -0.4270 / -0.4542 Eh. The LUMO energy (spin up / spin down) is -0.222 / -0.355 Ha.

Structure (ORCA input):
```
! wB97M-V def2-TZVPD RIJCOSX def2/J DEFGRID3
* xyz 2 5
C -6.998 -17.257 1.668
H -3.955 -19.833 0.529
C -5.796 -17.739 2.040
N -5.009 -22.110 5.724
C -6.789 -19.906 2.485
C -4.481 -22.226 12.027
C -1.476 -20.351 3.987
H -0.774 -20.250 -0.131
C -4.290 -22.705 13.372
C -1.964 -22.582 -0.530
H -6.622 -26.305 2.273
H -3.597 -20.382 -1.069
H -4.671 -26.016 0.482
C -4.677 -25.559 2.640
C -8.119 -19.342 2.110
H -4.853 -25.820 4.867
Cl -4.111 -19.475 3.149
H -1.242 -23.314 -0.059
C -1.476 -22.241 5.614
C -2.459 -21.501 0.549
H -2.829 -24.342 4.462
H -9.113 -17.685 1.484
H -5.414 -24.221 5.931
H -7.058 -16.239 1.324
H 0.431 -23.278 4.135
H -6.434 -24.675 1.569
C -3.998 -23.242 1.671
H -1.446 -19.994 2.988
H -5.316 -24.139 8.362
C -4.956 -20.457 14.056
H 0.834 -21.635 4.093
H -4.623 -23.253 0.724
Cl -9.476 -20.270 2.296
C -4.716 -20.851 7.671
C -3.912 -24.305 2.618
C -5.128 -20.020 12.718
C -4.769 -20.974 6.301
C -5.684 -19.017 2.554
H -4.037 -23.816 10.636
H -0.558 -19.893 4.379
C -2.386 -22.576 3.169
H -0.642 -20.880 1.518
H -3.398 -26.562 4.160
C -3.042 -23.797 3.594
C -4.325 -26.440 1.434
C -8.138 -18.040 1.732
H 0.272 -22.430 2.608
N -4.342 -22.840 10.770
C -4.561 -21.812 14.374
H -5.430 -19.062 12.532
H -3.261 -26.633 1.292
H -2.479 -22.022 5.922
H -3.973 -23.748 13.460
C -4.790 -20.874 11.760
H -5.158 -19.765 14.826
C -2.886 -22.301 1.809
C -4.818 -21.985 8.469
C -1.354 -21.871 4.112
Ru -4.593 -22.260 3.637
H -4.617 -21.356 -0.143
H -6.618 -24.979 3.348
H -4.680 -20.066 5.714
C -4.473 -26.370 3.952
C 0.110 -22.337 3.677
C -3.685 -20.721 -0.042
C -4.616 -21.846 9.890
C -1.309 -20.455 0.814
H -4.508 -19.850 7.967
C -5.141 -23.213 7.884
H -1.264 -23.301 5.899
H -4.879 -17.181 1.916
S -6.795 -21.550 2.677
C -5.202 -23.238 6.498
H -5.065 -27.308 3.894
H -2.293 -19.918 4.610
N -4.811 -20.669 10.364
H -0.882 -21.536 6.166
H -2.793 -23.168 -0.888
H -1.466 -22.125 -1.373
H -4.862 -27.445 1.573
H -4.315 -22.043 15.421
C -6.185 -25.309 2.444
H -1.714 -19.510 1.166
*
```


The following is a quantum chemistry calculation of C32H55NP2SiTm as an isolated structure at a distorted geometry, from the OMol25 dataset.

The calculation puts the total energy at -3364.09379 a.u. Its HOMO energy (spin up / spin down) is -0.3521 / -0.3536 Eh. The LUMO energy (spin up / spin down) is -0.178 / -0.171 Ha.

Structure (ORCA input):
```
! wB97M-V def2-TZVPD RIJCOSX def2/J DEFGRID3
* xyz 1 3
H -2.919 -2.370 0.074
H 2.478 -5.373 2.960
H 0.808 1.218 -4.082
C 2.173 3.521 -0.875
H -1.778 -0.969 0.601
C 2.313 2.056 -1.059
H 1.547 3.292 3.421
C 3.441 0.914 3.801
C -1.703 3.227 -0.653
H -1.800 2.874 -1.705
H -3.979 2.222 -0.016
H 0.260 2.541 -3.013
H 2.286 -2.038 -2.764
C 3.273 -3.387 2.716
H -4.777 0.752 -3.586
H 0.156 2.746 2.444
C 2.265 -4.348 2.670
H 3.960 -1.599 0.229
H 4.112 1.522 3.176
C -2.312 2.090 2.011
C 2.979 -2.069 2.406
H 2.867 4.057 -1.551
H -4.257 0.264 1.522
H -0.410 0.385 4.400
H -2.189 -0.016 -0.939
C 2.360 -1.041 -3.224
H 1.769 2.900 1.711
H 0.808 0.860 5.615
H 0.167 -4.722 2.303
H 3.364 1.381 4.797
H 5.264 -0.851 -0.707
C -3.767 0.980 -1.741
H 5.272 1.858 -0.023
H -3.826 -1.315 -3.945
H -4.942 -1.835 0.977
H 1.153 3.877 -1.108
H 3.881 -0.086 3.926
C 1.666 -1.644 2.114
C -3.957 1.183 -0.401
C 4.209 -1.168 -0.749
Si 1.660 0.873 3.212
H 4.138 -1.970 -1.481
H -0.309 -3.669 -0.340
C -1.079 -0.899 -3.151
H -0.354 -2.323 1.798
C 3.284 -0.055 -1.054
C 0.661 -2.644 2.038
N 1.362 -0.284 1.915
P -0.590 -1.569 -1.518
C 3.272 1.215 -0.399
Tm 0.640 0.325 -0.096
H 4.068 2.579 1.046
H -2.530 3.171 2.137
H -1.865 -3.714 -1.210
C -4.712 0.209 -2.617
C -0.824 -3.361 -1.269
C -3.396 -1.868 -1.934
C 0.959 -3.977 2.316
C 1.812 1.317 -2.191
H -5.747 0.210 -2.214
H 1.510 -0.920 -3.905
H -2.044 -0.356 -3.149
H 1.822 2.661 -3.868
H -3.048 1.593 -2.305
H -1.700 1.725 2.855
H 0.860 -0.751 4.876
C -4.693 0.239 0.509
H -0.821 3.905 -0.576
C -3.560 -1.780 -0.594
C 0.647 0.309 4.676
H -1.121 -1.766 -3.844
H 3.765 -1.310 2.403
H -5.209 -1.878 -3.003
H -3.255 1.530 1.966
H -2.634 3.758 -0.343
C -1.425 -0.531 -0.345
P -1.429 1.831 0.462
C 1.232 2.602 2.623
H 2.407 3.837 0.149
C 2.408 0.008 -2.170
H 3.275 -1.030 -3.844
C 1.139 1.962 -3.345
H 4.289 -3.642 3.042
H -5.690 -1.399 -0.529
H -5.709 0.642 0.642
H -0.320 -3.847 -2.129
H -0.306 -0.194 -3.495
C 4.332 1.659 0.520
C -4.291 -1.250 -2.936
H -2.875 -2.713 -2.392
C -4.781 -1.232 0.072
H 4.560 0.884 1.260
*
```


The following is a quantum chemistry calculation of C56H58BrN3O2P2S2SiV as an isolated structure at a distorted geometry, from the OMol25 dataset.

As for the energy above the lowest of the compared OMol25 structures with the same formula, charge and spin: 0.0 kcal/mol. The calculation puts the total energy at -7770.24496 a.u. Its HOMO energy (spin up / spin down) is -0.0297 / -0.0408 Eh. The LUMO energy (spin up / spin down) is 0.126 / 0.126 Ha.

Structure (ORCA input):
```
! wB97M-V def2-TZVPD RIJCOSX def2/J DEFGRID3
* xyz -2 2
H 2.109 -5.315 -1.927
C -3.350 -4.997 -2.038
H 2.937 0.411 1.535
P -2.263 1.739 2.783
C 0.674 -2.139 6.779
C -2.362 1.111 -5.609
C -0.836 6.065 2.490
C 1.181 2.921 5.736
C 2.041 -2.354 6.790
H 5.236 -3.685 -0.778
H -1.832 -1.986 2.661
Br -0.183 -2.976 -3.680
H 6.003 -0.061 -0.458
H 2.694 5.886 5.119
C 1.146 4.146 -1.359
C -3.407 -4.591 -0.740
C -0.828 -1.653 0.771
C 0.965 -0.340 5.202
C -4.724 0.585 2.980
H -6.634 -0.391 3.051
C -0.674 -1.945 -0.569
H 5.644 -1.634 -1.173
H -5.027 0.860 -3.551
H -1.548 3.341 0.599
H 1.143 -3.296 1.317
C -1.009 5.289 1.354
P 0.392 0.853 3.971
H 1.783 -4.884 -0.236
C -1.743 3.455 2.731
H -1.738 3.831 4.859
C -1.400 1.013 4.220
C 2.049 2.178 -2.466
C 0.136 -1.134 5.979
O -2.089 0.965 1.539
C 1.279 2.710 -1.483
C 3.717 0.470 0.768
C 2.343 -0.563 5.218
H 4.463 -5.185 -1.301
S 2.328 0.479 -2.574
C 0.085 0.732 -5.205
H 2.991 0.028 4.578
C -1.508 -3.492 -2.425
N 1.046 5.287 -1.212
H -4.467 1.456 -5.901
H 3.470 -4.025 -3.359
H -4.079 3.691 4.175
H -4.136 -5.018 -0.057
C -2.618 -3.222 1.122
H 2.572 5.020 2.802
H -0.731 5.674 0.381
H 4.158 -4.553 0.322
C -2.372 -4.443 -2.890
H 0.662 -0.051 -4.718
H -4.033 -5.749 -2.418
V 0.417 -0.342 -1.316
C -1.118 5.548 3.750
C -4.634 2.788 3.948
H 0.125 0.596 -6.290
H -0.936 -0.984 5.968
C -1.559 4.239 3.871
C 5.187 -0.703 -0.832
C -5.984 2.697 4.281
H 1.559 2.783 2.364
H -3.187 -0.977 -1.378
H -7.749 1.485 4.215
C -3.373 0.083 -1.575
H -1.616 1.584 5.128
C 4.161 -0.919 0.286
C -1.474 3.983 1.469
C 2.726 3.048 -3.414
H -0.452 7.075 2.395
H -2.287 -4.777 -3.915
H -3.358 -3.711 1.751
C 4.310 -4.258 -0.721
C -3.687 1.162 -5.206
H 0.983 -4.003 -1.534
N 3.282 3.718 -4.168
C -6.071 0.496 3.316
C 3.394 -3.118 -2.734
H 4.586 1.005 1.192
N -0.702 0.038 -2.475
C 2.878 -1.568 6.009
H 5.207 -2.593 1.282
C -1.663 0.408 -3.404
C 1.619 3.186 3.375
H 0.020 -2.762 7.376
H 4.742 -0.205 -1.696
H 3.945 -1.752 5.996
H 4.335 -2.567 -2.828
H 2.457 -3.152 7.393
C -4.002 1.730 3.308
H 0.796 2.325 6.559
C 2.246 4.917 4.925
H 3.313 1.070 -0.050
H 0.594 1.670 -4.963
H 4.262 -1.578 2.370
H 1.871 -1.925 2.157
O 0.813 0.519 2.596
C 1.922 -4.473 -1.240
C 2.059 -2.708 1.409
H -1.831 0.016 4.327
C -1.343 0.743 -4.732
H -2.769 0.628 -0.851
H -6.478 3.528 4.771
C -2.519 -3.603 -0.242
S 0.495 1.752 -0.242
C 4.889 -1.568 1.474
H -2.095 1.367 -6.631
C 1.747 4.166 5.984
C -6.696 1.551 3.967
H -0.192 -0.900 1.228
C -3.012 0.450 -2.989
H -4.433 0.288 -1.388
Si 2.534 -1.912 -0.273
H 2.608 -2.486 -3.157
H -4.234 -0.212 2.426
C -3.996 0.829 -3.892
C 2.185 4.434 3.627
H 5.793 -0.979 1.711
H 2.851 -3.366 1.792
C 3.101 -3.494 -1.276
H 1.806 4.546 6.997
C -1.539 -2.983 -1.084
C -1.777 -2.273 1.612
C 1.108 2.442 4.435
H -0.955 6.147 4.638
*
```